Computed, not measured: a molecular structure, C7H10ClNO3S, with ωB97M-V/def2-TZVPD.

Properties
HOMO level = -8.1 eV
Orbital gap = 7.46 eV
Energy above the lowest of the compared OMol25 structures with the same formula, charge and spin = 196.8 kJ/mol

Each line ends with the Löwdin charge.
Element x y z (Å)
Cl (4.49325, 0.41097, -0.56608)  0.4074
S (2.44202, 0.21572, -0.41460)  0.3302
O (1.75755, 0.13298, -1.65000)  -0.2677
O (3.25066, -3.42863, 0.18546)  0.2313
O (2.14359, 1.16779, 0.59763)  -0.3200
N (2.38183, -1.26178, 0.27417)  0.0000
C (-1.36044, -0.40882, -0.06352)  -0.2185
C (-0.85423, 0.83737, 1.44939)  -0.1784
C (-1.16553, 2.21988, -0.75362)  -0.0084
C (-1.37969, -1.35769, -1.25515)  -0.0223
C (-1.44816, -0.56762, 1.44601)  -0.1111
C (2.86254, -2.34419, 0.18995)  -0.3470
C (-1.02782, 0.91730, -0.00606)  -0.2692
H (-0.89680, -1.29098, 2.07393)  0.1072
H (-2.42293, -1.49103, -1.40866)  0.0698
H (-1.42517, 1.61386, 1.95463)  0.1116
H (-0.91607, -2.27672, -0.99089)  0.0618
H (-2.47245, -0.60914, 1.70090)  0.0909
H (-0.73735, -0.87195, -1.91283)  0.0418
H (0.20340, 0.89182, 1.65820)  0.0820
H (-1.77587, 2.97381, -0.23028)  0.0949
H (-1.44236, 1.87524, -1.67709)  0.0507
H (-0.20996, 2.65179, -0.60151)  0.0627



Computed, not measured: a molecular structure, C7H10ClNO4Os, with ωB97M-V/def2-TZVPD.

Properties
2S+1 = 5
HOMO level (alpha / beta) = -6.4 / -8.9 eV
⟨S²⟩ = 6.0195
Orbital gap (alpha / beta) = 6.60 / 7.17 eV
Energy above the lowest of the compared OMol25 structures with the same formula, charge and spin = 0.0 kJ/mol

Each line ends with the Löwdin charge.
Element x y z (Å)
Os (0.02608, 0.07458, -0.23599)  1.6106
Cl (0.00108, 0.00107, 3.69710)  0.7003
O (0.01409, 0.00753, 1.97237)  -0.5900
O (1.16606, -0.67339, 4.03503)  -0.2896
O (-1.16624, -0.67352, 4.03502)  -0.2920
O (-0.00026, 1.34719, 4.03459)  -0.2995
N (-1.29268, -1.35849, -0.11096)  -0.1728
C (1.00228, -1.66216, -0.76911)  -0.2671
C (1.14297, 1.98970, -0.77792)  -0.1915
C (-0.43282, 1.01614, -2.16462)  -0.2397
C (-0.36876, -2.33817, -0.58815)  -0.4053
C (-0.15277, 2.35423, -0.29554)  -0.1961
C (0.97143, 1.16724, -1.92991)  -0.2202
C (-1.12997, 1.75067, -1.14998)  -0.2075
H (-2.21439, 1.85408, -1.06309)  0.1232
H (-0.89484, 0.45707, -2.98378)  0.1205
H (-0.36453, 2.98775, 0.56987)  0.1258
H (-0.73299, -2.74543, -1.55645)  0.1083
H (-0.30948, -3.19187, 0.12174)  0.1186
H (-2.28701, -1.58994, -0.07008)  0.0926
H (1.38077, -1.75857, -1.80806)  0.0595
H (1.77180, 0.74164, -2.54172)  0.1224
H (2.09857, 2.29488, -0.34276)  0.1243
H (1.77160, -2.05223, -0.07759)  0.0651



Computed, not measured: a molecular structure, C7H10CoN4O3, with ωB97M-V/def2-TZVPD.

Properties
2S+1 = 2
HOMO level (alpha / beta) = -8.3 / -8.4 eV
⟨S²⟩ = 0.7680
Orbital gap (alpha / beta) = 8.22 / 8.22 eV

Each line ends with the Löwdin charge.
Element x y z (Å)
Co (0.18275, 0.28809, -0.25984)  0.5907
O (-1.17560, 3.79493, 0.89720)  0.0383
O (2.00729, 0.30065, -0.01990)  -0.1379
O (3.61859, 1.55688, 0.88074)  0.0519
N (-0.02744, -3.79418, -0.88773)  0.0664
N (0.15890, 2.04288, 0.21978)  -0.0802
N (-1.81557, 0.47033, -0.29401)  -0.0292
N (0.12278, -1.69992, -0.28389)  -0.0272
C (2.47774, 1.41795, 0.50218)  -0.5982
C (-0.41245, -2.53147, -1.15001)  -0.1573
C (-0.99081, 2.70400, 0.38117)  -0.5556
C (0.90213, -2.45773, 0.56099)  -0.0928
C (1.44543, 2.55281, 0.64664)  -0.1070
C (-2.14499, 1.91882, -0.24927)  -0.1272
C (0.81065, -3.76381, 0.20230)  -0.0662
H (-1.06334, -2.26708, -1.96615)  0.1309
H (-0.29887, -4.60921, -1.40869)  0.1571
H (1.48742, -1.99720, 1.33671)  0.1181
H (1.26344, -4.65149, 0.60405)  0.1174
H (1.43258, 2.89631, 1.68347)  0.1293
H (-2.23824, 2.26662, -1.27838)  0.1242
H (-3.08002, 2.12197, 0.27015)  0.1193
H (-2.07437, 0.03295, 0.58636)  0.1085
H (1.77148, 3.40063, 0.03842)  0.1305
H (-2.35948, 0.00624, -1.01230)  0.0960



Computed, not measured: 2 unconnected molecules or ions with the total composition C7H10F2NSi, with ωB97M-V/def2-TZVPD.

Properties
Total charge = +1
HOMO level = -12.6 eV
Orbital gap = 9.09 eV
Energy above the lowest of the compared OMol25 structures with the same formula, charge and spin = 0.0 kJ/mol

Each line ends with the Löwdin charge.
Element x y z (Å)
Si (-1.49283, 0.07957, 1.07599)  0.6881
F (-2.04376, 0.44482, 2.52813)  -0.0704
F (-2.78260, 0.16595, 0.18761)  -0.0729
N (-1.75759, 2.73043, -1.06866)  0.0691
C (-0.00129, -0.93137, 0.79730)  -0.2862
C (1.07962, -2.42506, -0.78941)  -0.0701
C (-0.08196, -1.88267, -0.28837)  -0.0586
C (1.19245, -0.65179, 1.41362)  -0.1253
C (-0.43287, 1.96987, -0.62473)  -0.0662
C (2.25503, -2.04771, -0.21396)  -0.0413
C (2.27992, -1.36461, 1.04213)  -0.0591
H (0.97224, -2.86991, -1.77094)  0.1227
H (-0.09183, 1.42341, -1.47753)  0.0331
H (3.20737, -2.58395, -0.49510)  0.1374
H (0.26339, 2.64330, -0.23644)  0.0144
H (-1.60154, 3.23056, -1.96732)  0.1591
H (1.36057, -0.06395, 2.39090)  0.1554
H (-2.61932, 2.09615, -1.15016)  0.1564
H (-1.94198, 3.26324, -0.19783)  0.1489
H (3.24516, -1.23170, 1.48188)  0.1096
H (-1.00816, -1.99457, -0.63708)  0.0557



Number 4 is which compound? C7H10F2NSi